Record 1
C6H16N2 | the ωB97M-V functional and the def2-TZVPD basis

Last column: Mulliken charge in e.
Element x y z (Å)
C (0.878, 0.326, 0.595)  2.07
C (-0.395, 0.524, -0.234)  -1.19
C (-2.476, -0.451, -0.821)  -0.49
C (1.990, 1.113, -0.112)  -1.83
C (1.274, -1.157, 0.635)  -1.82
C (0.697, 0.854, 2.022)  -1.76
N (-1.542, -0.256, 0.183)  -0.27
N (-1.464, -0.816, -2.334)  -0.78
H (-1.264, -1.138, 0.602)  0.28
H (-2.023, -0.483, -3.113)  0.18
H (-1.532, -1.831, -2.329)  0.19
H (-0.247, 0.162, -1.337)  0.74
H (-0.691, 1.577, -0.244)  0.34
H (-2.898, 0.492, -1.160)  0.30
H (-3.210, -1.221, -0.575)  0.36
H (2.272, -1.267, 1.059)  0.45
H (-0.132, 0.347, 2.517)  0.37
H (2.922, 1.045, 0.449)  0.44
H (2.159, 0.724, -1.116)  0.40
H (1.724, 2.167, -0.197)  0.40
H (1.284, -1.580, -0.369)  0.35
H (0.594, -1.743, 1.256)  0.42
H (0.481, 1.922, 2.013)  0.39
H (1.599, 0.691, 2.612)  0.45

Atomic forces in eV per Å
C -0.07 0.09 -0.02
C 0.49 -0.42 -1.79
C 1.89 0.18 -2.67
C -0.17 -0.09 0.15
C -0.06 0.23 -0.01
C -0.01 -0.12 -0.19
N -0.04 -0.62 1.15
N -2.42 -0.44 2.14
H -0.02 0.15 -0.07
H -0.15 -0.16 -0.07
H 0.01 0.00 -0.37
H 0.37 1.15 2.00
H 0.13 0.10 0.03
H -0.28 -0.11 0.07
H 0.23 0.09 -0.43
H 0.04 -0.02 0.05
H -0.04 -0.01 0.06
H 0.07 -0.01 0.02
H 0.03 -0.02 -0.05
H -0.02 0.07 -0.01
H -0.01 -0.05 -0.07
H -0.01 -0.07 0.02
H -0.02 0.08 0.01
H 0.06 0.00 0.05

## Properties
Net charge   0
HOMO level   -8.225 eV
E   -9460.4085 eV
Kohn-Sham gap   9.15 eV

***

Record 2
C6H16N2 | the ωB97M-V functional and the def2-TZVPD basis

Last column: Mulliken charge in e.
Element x y z (Å)
N (1.501, 0.761, 0.827)  -0.66
C (0.260, 0.790, 0.073)  0.27
C (-0.472, 2.111, 0.338)  -0.49
C (-0.266, 3.180, -0.758)  -1.11
C (-0.629, -0.441, 0.338)  -1.34
N (0.021, -1.661, -0.065)  0.37
C (0.307, -2.614, 0.994)  -0.99
C (-0.253, -2.157, -1.376)  -0.99
H (2.104, 0.006, 0.537)  0.25
H (1.359, 0.743, 1.830)  0.24
H (0.547, 0.718, -0.980)  0.21
H (-0.135, 2.546, 1.281)  0.33
H (-1.538, 1.921, 0.451)  0.40
H (-1.163, 3.528, -1.277)  0.28
H (0.409, 2.803, -1.530)  0.35
H (0.256, 4.043, -0.361)  0.29
H (-1.564, -0.312, -0.235)  0.35
H (-0.897, -0.486, 1.396)  0.42
H (1.247, -2.363, 1.487)  0.24
H (0.399, -3.612, 0.575)  0.34
H (-0.512, -2.637, 1.723)  0.34
H (0.218, -1.542, -2.151)  0.27
H (0.130, -3.168, -1.484)  0.34
H (-1.330, -2.157, -1.634)  0.32

Atomic forces in eV per Å
N 0.39 0.39 -0.17
C -0.13 -0.21 0.36
C -0.29 0.35 -0.42
C 0.56 -0.13 -0.25
C -0.05 0.30 -0.57
N 0.46 -0.20 0.66
C -0.34 0.24 -0.41
C -0.41 0.21 -0.54
H -0.07 -0.19 0.14
H -0.05 -0.13 -0.07
H -0.06 0.16 -0.02
H 0.00 -0.27 0.08
H -0.13 -0.07 0.03
H -0.06 -0.16 0.30
H -0.09 -0.08 -0.05
H -0.10 0.28 0.12
H -0.01 -0.04 0.11
H 0.01 0.02 0.08
H -0.02 -0.07 0.27
H 0.09 -0.12 0.00
H 0.14 -0.08 0.17
H 0.10 -0.02 0.03
H 0.01 -0.03 -0.04
H 0.05 -0.15 0.18

## Properties
SMILES string   CC[C@@H](N)CN(C)C
Net charge   0
HOMO level   -7.911 eV
E   -9460.9585 eV
Kohn-Sham gap   8.94 eV

***

Record 3
C6H16N2 | the ωB97M-V functional and the def2-TZVPD basis

Last column: Mulliken charge in e.
Element x y z (Å)
N (2.415, 0.741, 0.560)  -0.60
C (2.436, -0.430, 1.381)  -0.61
C (0.990, -0.807, 1.629)  0.09
N (0.198, -1.162, 0.393)  -0.33
C (-2.746, 0.451, -1.607)  -0.94
C (-1.873, -0.666, -1.054)  -0.89
C (-0.661, -0.080, -0.212)  -0.10
C (0.094, 0.988, -0.941)  -0.90
H (0.279, 0.927, 2.399)  0.50
H (3.320, 0.695, 0.060)  0.22
H (2.874, -1.396, 1.007)  0.32
H (3.082, -0.341, 2.279)  0.38
H (1.114, -1.593, 2.414)  0.35
H (0.479, 0.144, 2.042)  -0.65
H (0.972, -1.351, -0.354)  0.37
H (-3.596, -0.125, -2.045)  0.35
H (-2.380, 1.033, -2.515)  0.24
H (-2.911, 1.190, -0.746)  0.28
H (-1.473, -1.084, -1.888)  0.43
H (-2.431, -1.349, -0.413)  0.35
H (-1.242, 0.378, 0.574)  0.27
H (1.411, 0.867, -0.217)  0.45
H (-0.262, 2.183, -0.707)  0.16
H (-0.089, 0.790, -2.041)  0.26

Atomic forces in eV per Å
N 1.27 -0.27 -0.25
C -1.07 -0.23 -0.35
C 2.32 -4.01 -2.19
N 2.58 -0.02 0.30
C -0.46 0.67 -0.04
C 1.28 1.89 2.12
C -1.92 0.58 -0.39
C -0.92 2.24 0.01
H 0.10 0.48 -0.30
H -0.68 0.75 -0.11
H -0.32 0.44 -0.47
H -0.64 0.44 -0.03
H -1.69 0.66 -0.25
H -1.10 1.45 1.01
H -1.75 0.60 1.61
H -0.22 1.06 0.83
H 0.20 -0.77 1.41
H -0.66 -0.90 -1.46
H 1.19 -2.22 -2.31
H -0.03 -0.12 -0.30
H 0.27 0.22 1.07
H 0.29 0.05 -0.31
H 1.00 -3.50 -0.52
H 0.96 0.50 0.92

## Properties
Net charge   0
HOMO level   -7.006 eV
E   -9452.3119 eV
Kohn-Sham gap   4.95 eV

***

Record 4
C6H16N2 | the ωB97M-V functional and the def2-TZVPD basis

Last column: Mulliken charge in e.
Element x y z (Å)
C (-1.280, 1.992, 2.080)  -1.27
C (-1.810, 0.979, 1.084)  -0.41
N (-0.825, 0.603, 0.073)  0.09
C (-0.531, 1.724, -0.823)  -1.07
C (-1.285, -0.541, -0.696)  -0.88
C (-0.218, -1.098, -1.630)  -0.05
N (1.060, -0.859, -1.556)  -0.63
C (3.600, -2.487, -0.066)  -0.81
H (-1.210, 2.977, 1.626)  0.33
H (-1.940, 2.040, 2.948)  0.41
H (-0.297, 1.722, 2.467)  0.31
H (-2.073, 0.056, 1.603)  0.38
H (-2.759, 1.312, 0.626)  0.30
H (-0.227, 2.585, -0.235)  0.33
H (0.301, 1.440, -1.463)  0.32
H (-1.401, 2.003, -1.440)  0.37
H (-1.560, -1.327, 0.016)  0.37
H (-2.176, -0.275, -1.288)  0.46
H (0.883, -1.254, -0.578)  0.21
H (-0.598, -1.691, -2.480)  0.41
H (4.319, -1.879, -0.609)  0.22
H (2.742, -1.864, 0.176)  0.06
H (4.050, -2.863, 0.852)  0.30
H (3.231, -3.296, -0.688)  0.23

Atomic forces in eV per Å
C -0.15 0.02 0.13
C 0.09 -0.68 0.02
N -0.08 0.26 -0.26
C 0.17 -0.26 0.20
C 0.43 -0.33 0.74
C 0.22 0.41 -2.15
N -2.12 -2.64 1.08
C -0.20 0.15 0.13
H -0.02 0.17 0.15
H -0.10 0.17 -0.13
H 0.05 -0.14 -0.21
H 0.04 -0.03 0.18
H 0.11 0.24 -0.03
H 0.02 0.06 -0.03
H -0.07 0.18 -0.07
H 0.00 -0.01 0.02
H -0.31 -0.05 -0.04
H 0.03 -0.28 -0.19
H 1.94 2.20 0.88
H -0.36 0.77 -0.37
H -0.01 -0.07 -0.07
H 0.14 0.09 0.13
H -0.02 -0.08 -0.07
H 0.20 -0.13 -0.05

## Properties
SMILES string   [H]/N=C\CN(C)CC.C
Net charge   0
HOMO level   -8.826 eV
E   -9458.7680 eV
Kohn-Sham gap   9.79 eV

***

Record 5
C6H16N2 | the ωB97M-V functional and the def2-TZVPD basis

Last column: Mulliken charge in e.
Element x y z (Å)
C (2.183, 0.118, -0.677)  0.27
N (1.495, -0.776, 0.059)  -0.72
C (-1.274, -0.096, 1.348)  -0.11
C (-2.266, -0.409, 0.238)  -0.89
C (-1.783, -0.581, -1.205)  -0.53
N (-1.063, -1.961, -1.181)  -0.70
C (-0.916, 1.387, 1.437)  -1.01
C (3.461, 0.631, -0.312)  -1.07
H (1.916, 0.337, -1.741)  0.28
H (1.647, 0.221, 0.625)  0.16
H (-0.246, -0.614, 1.137)  0.26
H (-1.639, -0.437, 2.337)  0.31
H (-2.819, -1.345, 0.465)  0.34
H (-3.036, 0.371, 0.232)  0.45
H (-2.565, -0.784, -1.891)  0.41
H (-1.108, 0.096, -1.581)  0.26
H (-0.959, -2.315, -2.151)  0.23
H (-0.169, -1.610, -0.905)  0.31
H (-1.596, 1.910, 0.777)  0.29
H (-0.978, 1.833, 2.423)  0.32
H (0.138, 1.677, 1.242)  0.13
H (4.079, 0.837, -1.164)  0.35
H (3.388, 1.556, 0.242)  0.31
H (4.109, -0.046, 0.246)  0.33

Atomic forces in eV per Å
C -2.45 -3.95 -2.09
N 1.49 5.03 -0.95
C 2.67 -0.82 0.06
C -1.34 -0.07 -0.32
C -0.05 -4.37 1.75
N -0.70 1.24 -1.00
C 0.49 0.57 0.15
C 2.70 1.32 1.06
H -0.09 -0.39 0.32
H -0.60 -2.62 1.57
H -2.33 0.33 0.61
H 0.08 -0.02 -0.66
H 0.45 0.46 -0.08
H -0.06 0.14 0.16
H -1.18 0.61 -0.45
H 1.31 2.17 -0.71
H -0.06 0.44 0.76
H 1.18 -0.78 0.35
H 0.16 0.65 -0.15
H -0.71 -0.17 0.45
H -0.44 -0.47 -0.72
H -0.03 0.42 -0.82
H 0.11 0.48 0.26
H -0.60 -0.23 0.45

## Properties
Net charge   0
HOMO level   -8.921 eV
E   -9457.3116 eV
Kohn-Sham gap   9.34 eV

***

Taking the records one at a time from the top gives max |F| values of 3.28, 0.83, 5.12, 3.55, 5.34 eV/Å.
Taking the records one at a time from the top gives ΔE to the lowest compared entry with this formula, charge and spin values of 160.7, 107.7, 941.9, 319.0, 459.5 kJ/mol.